1.
151
Properties=species:S:1:pos:R:3:mulliken_charge:R:1 method="wB97M-V/def2-TZVPD" total_energy_ha=-2784.2080 largest_force_ev_per_a=3.716 multiplicity=1 lumo_energy_ev=0.56 homo_lumo_gap_ha=0.3500 homo_ev=-8.97
H -1.81 7.80 0.86 0.25
H -0.32 0.35 -4.67 0.09
H -2.76 -5.94 0.79 0.34
H -1.75 4.14 -0.51 -0.51
C 4.34 -2.89 0.96 -0.70
H -1.94 -3.85 -0.74 0.16
H -0.09 -6.07 1.87 0.36
C -1.72 -3.11 -5.02 -0.78
O -0.37 2.10 -3.63 -0.54
H -4.61 -1.47 3.98 0.32
C 0.39 -0.31 -0.56 2.20
H 0.23 -2.45 -2.42 -1.61
O 2.77 -2.12 -4.03 -0.01
H -2.88 -4.39 -3.65 0.40
C 4.82 -0.59 -1.61 -0.59
C 2.51 -1.86 1.78 -0.98
H 2.91 4.17 -3.66 0.33
O 3.03 -2.51 0.58 0.75
H -1.87 -3.96 -5.74 0.34
H -1.15 -1.41 5.69 0.28
H 3.47 1.13 3.44 0.24
H 3.42 -4.66 -3.30 0.28
H -6.59 5.38 1.35 0.27
H 3.74 -3.61 -1.93 -0.19
H 0.62 0.28 4.10 0.06
H -3.44 1.22 3.10 0.28
H 3.65 -7.43 -2.61 0.29
H 3.16 6.10 -1.47 0.42
H 0.37 -0.66 6.27 0.37
H 0.45 5.04 -0.95 -0.70
H 1.27 -4.17 -2.53 -1.64
C 0.33 1.15 -4.32 -0.26
H 3.10 -1.37 -0.94 0.06
O -1.44 5.81 1.57 -0.44
H -3.40 4.59 -0.72 0.45
C -0.55 -2.26 -3.17 0.67
C 4.25 -3.38 2.44 -1.09
H -0.14 2.60 0.69 -0.42
C -0.96 -5.48 1.94 -0.72
C -0.31 1.49 0.75 1.00
C -5.39 -1.71 -0.03 -0.38
H -5.10 3.74 3.07 0.31
C 3.87 -2.14 -4.97 -0.89
H -2.06 1.79 4.48 -0.03
C -2.71 2.61 4.26 0.07
H -3.14 -2.08 4.70 0.29
H 4.77 -3.61 0.29 0.41
H -2.61 4.21 1.76 -0.26
H -3.52 -2.79 -3.98 0.27
C 2.98 -2.65 2.97 -0.38
H -1.47 1.54 -1.08 0.25
H -1.89 -0.59 3.61 -0.07
H 5.10 0.40 -2.00 0.25
C 2.99 2.00 2.97 -0.67
H -5.56 -2.56 0.64 0.25
H 2.93 1.78 1.96 0.28
H 3.53 -2.47 -5.92 0.31
C -2.44 4.94 -0.30 0.57
H -1.65 -0.95 -1.16 0.58
H 0.80 1.58 -5.21 0.44
H 4.73 -2.79 -4.66 0.28
H 1.48 -6.44 -3.05 0.39
C -6.00 4.53 1.51 -0.49
C 2.18 6.23 -1.86 -0.67
H -2.44 1.29 0.37 0.40
H -2.03 -2.15 -5.48 0.25
H -1.29 -6.03 -0.13 0.18
H 1.79 7.19 -1.48 0.28
O -5.37 4.66 2.78 -0.53
H -1.56 -5.91 2.77 0.31
H -2.84 -3.68 0.78 -0.34
H -0.56 1.23 1.83 -0.63
H 4.18 -4.46 2.51 0.31
H 2.86 6.71 -3.97 0.40
O -1.82 -2.85 -2.66 -0.35
H 1.55 4.49 -4.71 0.35
O -2.84 -0.47 3.46 -0.08
H 1.20 6.75 -3.61 0.27
C -3.59 -1.66 3.77 -0.53
H 0.25 -3.95 -4.40 0.16
H -1.36 -1.14 0.49 -0.38
O -3.63 2.16 3.30 -0.31
C 1.80 -6.33 -2.05 -0.82
H -3.06 3.01 5.21 0.37
H -1.02 5.34 4.45 0.29
C 1.95 4.71 -3.70 -0.55
C -1.48 1.06 -0.10 -0.31
C -0.15 -1.09 5.45 -0.83
H 0.39 -2.04 5.22 0.17
C -1.16 -0.42 -0.34 0.01
C -2.58 5.09 1.16 0.23
C -1.28 6.84 0.62 -0.33
C 1.90 -4.71 -1.86 2.71
H 3.04 -1.69 -3.18 0.16
H -0.15 4.87 2.34 0.45
H -1.23 -3.48 2.87 -0.02
H 3.31 -7.43 -0.91 0.30
O -0.74 -3.47 0.80 0.27
C -0.58 -4.00 2.14 0.60
H 2.31 -3.44 3.34 0.09
C -0.30 -2.97 -4.50 0.00
H 1.47 -1.74 1.60 0.15
H 1.08 -6.84 -1.42 0.27
H 5.18 -0.70 -0.58 0.14
O 0.82 0.82 0.22 -0.30
C 0.02 5.41 4.17 -0.87
H 3.63 2.91 3.12 0.34
H 5.30 -1.39 -2.28 0.23
H -6.72 3.64 1.42 0.30
H 1.71 -4.41 -0.83 -0.49
H 0.15 2.82 -3.28 0.64
H -2.07 3.42 3.86 -0.28
H -0.74 -1.22 -3.36 0.82
O -0.18 -0.25 4.35 -0.10
H -3.55 -2.43 2.96 -0.06
H -2.78 6.90 -1.12 0.29
O -4.88 -0.56 0.65 -0.48
O 3.40 -0.82 -1.68 -0.23
H 0.29 6.40 3.86 0.31
H 0.98 -1.23 -0.24 -1.28
O 1.69 2.17 3.52 -0.27
H 2.06 4.25 -0.79 0.17
H -0.18 6.93 0.57 0.29
H 3.20 -1.99 3.81 0.43
H 0.27 -2.30 -5.19 0.20
H 5.16 -3.08 2.98 0.37
C 1.43 4.90 -1.45 0.56
H 1.27 3.03 3.27 0.39
H -4.67 -2.05 -0.75 -0.02
C -1.79 -5.48 0.65 -0.54
O 0.25 4.48 3.09 -0.58
H 0.61 -0.15 -1.66 -1.15
H 0.48 -3.90 2.39 -0.68
H -3.54 5.61 1.41 0.19
C -2.59 -3.37 -3.83 -0.64
H -6.38 -1.44 -0.54 0.24
H 0.76 5.19 4.93 0.31
C 3.37 -4.58 -2.22 -0.05
H 4.30 -1.09 -5.02 0.27
H 1.08 0.69 -3.63 0.01
H 2.94 -0.90 1.83 0.29
H -5.34 4.37 0.68 0.12
C 2.11 6.18 -3.38 -0.75
O 1.16 4.15 -2.69 -0.49
H 4.91 -1.94 1.00 0.25
H -1.16 6.36 -1.48 0.26
C -1.93 -4.07 0.25 0.31
C -1.90 6.32 -0.70 -0.90
C 3.22 -6.83 -1.83 -0.48
H -3.95 -0.48 0.37 0.31
O 4.02 -5.67 -1.56 -0.50


2.
169
Properties=species:S:1:pos:R:3:mulliken_charge:R:1 method="wB97M-V/def2-TZVPD" total_energy_ha=-5691.3082 largest_force_ev_per_a=5.158 multiplicity=9 charge=+1 lumo_energy_ev="-1.77 / -7.52" s2=20.015 homo_lumo_gap_ha="0.1360 / 0.0964" homo_ev="-5.47 / -10.14"
C 8.37 3.81 -3.49 0.54
H -0.92 5.81 0.24 -0.01
N 1.19 -0.54 -0.95 1.19
H -2.44 -5.84 1.77 0.12
C -8.12 1.84 -2.13 -0.64
H -0.83 3.28 2.73 -0.18
H -2.33 5.86 5.81 0.34
H -1.85 2.20 6.39 0.28
C 0.68 -1.11 -4.34 -1.01
F 0.62 -2.91 1.35 -0.04
H -5.88 -1.89 -2.13 0.28
C -2.18 5.60 3.23 -1.28
C 4.07 0.35 -3.77 0.98
H 4.72 -0.61 0.08 0.34
H -2.42 4.59 1.27 -0.08
H -3.75 -5.68 2.86 0.51
C -1.49 -7.53 -2.56 -1.45
O 5.38 0.23 1.63 -0.37
H -3.26 0.66 5.20 0.29
C 3.77 -1.59 1.33 1.47
Fe 2.74 -1.48 -1.78 -0.18
H -6.97 0.91 0.23 0.45
C 5.71 3.88 -0.88 -0.26
C 0.63 -6.71 1.21 -0.72
N -1.50 1.91 5.49 -0.63
H -4.21 -3.57 1.59 0.39
H 0.90 -1.88 -5.08 0.38
H -1.45 6.26 3.69 0.49
C -3.86 5.12 -1.70 0.91
C -1.55 -1.52 8.15 -0.79
N -1.06 6.14 1.18 -0.77
F 3.26 1.44 -0.89 0.18
H 0.83 -5.56 -0.92 0.01
C 2.16 1.90 -0.26 0.36
C 5.33 0.57 -4.61 -1.59
H 6.13 3.94 -3.44 0.36
H -3.12 -9.39 2.95 0.40
H 5.87 1.08 3.42 0.31
H -4.64 -0.77 -2.92 0.37
H 4.43 -0.57 3.27 0.53
H 9.60 3.82 -1.76 0.30
H 0.46 4.36 2.43 0.43
H 3.00 -3.30 2.51 0.38
F 2.01 3.23 -0.48 -0.13
C -3.93 -4.17 0.72 -0.43
H -2.23 1.40 2.97 0.42
O 0.39 1.54 -2.26 -0.67
C -4.67 3.85 -1.66 -1.37
H 3.73 1.34 -3.49 0.08
N 4.45 -0.63 -2.79 -0.27
H -4.85 0.26 0.58 0.21
H -1.67 6.95 1.09 0.33
F 0.21 -0.90 1.80 -0.09
H -2.00 -7.70 0.68 0.34
H -7.37 -0.77 -0.26 0.32
S -0.24 -1.51 -0.77 -0.54
H -3.75 5.61 -0.73 -0.10
O -8.19 0.51 -1.51 -0.38
H -9.08 2.13 -2.56 0.32
H -2.26 -0.42 3.33 0.28
O -2.16 -0.62 7.18 -0.32
C -5.80 0.07 -1.25 1.57
H 0.38 6.73 -2.33 0.29
H -3.26 -7.70 -0.16 0.45
H -2.15 -1.30 9.04 0.25
C -1.90 0.58 3.61 -1.24
H 1.24 -5.80 1.19 0.09
H 2.82 -1.07 1.44 -0.69
N -2.93 -8.09 0.71 -0.12
C 3.60 -3.05 1.64 -1.81
C -3.49 -6.11 1.89 -0.30
H -1.97 -7.98 -1.69 0.14
H -4.95 3.49 -2.65 0.39
F 2.33 1.73 1.05 -0.21
H 7.51 4.20 -5.37 0.24
H 2.54 0.33 -5.41 0.43
C 2.87 -0.29 -4.57 -1.27
H 9.57 5.38 -2.69 0.35
O -4.34 -5.53 0.84 -0.42
C -1.64 5.05 1.89 1.65
H -1.85 -1.49 5.39 0.30
H 0.17 5.09 -1.78 0.08
N 8.41 4.25 -4.91 -0.73
H 6.56 1.87 1.94 0.17
H -2.85 -4.12 0.56 0.17
H -1.81 4.21 -1.69 -0.03
H 0.20 -4.77 -3.21 0.20
H 7.21 0.32 2.57 0.31
C -0.84 -6.18 -2.10 0.79
C -0.22 -1.89 1.07 -0.04
H -3.77 6.75 -2.75 0.30
H 8.42 5.26 -4.95 0.27
C -3.03 5.12 5.44 -0.92
H -4.60 5.67 -3.48 0.34
H 1.04 -7.25 -1.36 0.37
C -2.95 -8.32 3.02 -1.33
O 6.93 3.61 -1.47 -0.37
H -0.49 -0.59 5.95 0.39
H 8.38 2.72 -3.54 0.19
O -0.31 -6.83 0.20 -0.44
H 6.96 5.25 -2.71 0.45
H -3.16 -7.95 4.03 0.40
H -5.62 3.74 -1.14 0.37
H 0.10 -0.23 -4.62 0.29
H -3.95 5.67 5.22 0.35
H -4.72 -7.85 1.70 0.51
H -3.07 6.19 3.02 0.44
C -1.58 -0.56 5.91 -0.84
H -4.02 3.04 -1.34 0.13
H -0.27 3.57 1.08 -0.28
N 4.13 -1.42 -0.07 0.18
C 7.00 4.16 -2.82 -0.77
O -2.53 4.60 4.19 -0.26
H -0.83 0.54 3.45 0.23
O -1.65 6.08 -2.13 -0.46
H -1.84 2.66 4.92 0.10
H -0.85 -8.31 -2.97 0.39
O -1.55 -0.98 -1.12 -0.30
C 4.83 -0.88 2.30 -1.09
H 5.51 4.95 -0.79 0.37
H 3.26 -1.17 -5.07 0.47
H 4.55 -3.59 1.61 0.46
N -0.35 -5.60 -3.36 -0.65
N -4.88 -0.36 -0.22 -0.42
S 0.59 0.96 -0.91 -0.31
H 5.68 -1.51 2.54 0.48
H -4.01 -0.16 -0.69 0.00
H 5.17 -0.29 -2.16 0.36
H 5.03 1.22 -5.44 0.43
H 5.70 3.38 0.08 0.07
H 4.81 -2.11 -0.33 0.33
F -1.52 -2.19 1.37 -0.03
O 1.89 -0.80 -3.65 0.42
O 0.14 -2.75 -1.45 -0.72
C -3.67 -7.63 1.87 0.12
C -2.40 4.92 -2.26 -0.29
H 10.49 3.95 -3.28 0.41
H -7.85 2.62 -1.42 0.26
H 0.22 -6.29 -3.83 0.30
H -0.55 -1.15 8.34 0.35
H -1.53 -5.46 -1.68 0.00
C 0.31 -6.50 -1.06 -0.22
H -1.86 -8.33 2.94 0.28
H 0.11 -6.81 2.17 0.30
H 1.25 -7.60 1.07 0.39
H -1.53 -2.57 7.89 0.27
C 6.31 0.93 2.43 -0.72
H -7.38 1.87 -2.93 0.23
H -6.30 -0.50 -3.18 0.40
H 5.82 -0.33 -4.98 0.41
H 4.98 3.34 -1.48 0.02
H -0.09 5.73 -3.51 0.35
H -2.26 -7.33 -3.30 0.44
H -4.46 -3.66 -0.08 0.10
C -0.26 5.85 -2.44 -0.60
H -3.24 4.36 6.20 0.29
H -0.11 -1.58 -3.75 0.21
C -5.61 -0.89 -2.44 -1.44
H 3.16 -3.54 0.77 0.25
H 6.01 1.14 -3.98 0.39
C -0.51 4.05 2.03 -0.74
H 4.94 -1.39 -3.24 0.21
C -7.15 0.24 -0.61 -0.86
N -4.53 6.12 -2.58 -0.83
C 9.60 4.29 -2.74 -1.41
C -2.17 0.67 5.12 0.76
H -2.30 4.52 -3.27 0.50
O -0.45 1.31 0.04 0.03
H -5.35 1.01 -1.55 -0.60